No. 1
DFT (the ωB97M-V functional and the def2-TZVPD basis) results for a molecular structure, C24H44CoN3OP2.

Each line ends with the Löwdin charge.
CARTESIAN COORDINATES (ANGSTROEM)
Co (0.5825, -0.5354, -0.0226)  0.057
P (1.7463, 1.3206, -0.8139)  1.010
P (-1.3064, -1.7276, 0.5796)  1.037
N (0.2294, -0.9908, -1.8542)  -0.162
C (2.1047, 0.4990, -2.4396)  -0.281
H (2.3687, 1.2542, -3.1984)  0.090
H (2.9729, -0.1547, -2.2554)  0.084
C (0.9717, -0.4337, -2.9355)  -0.294
H (0.2958, 0.0786, -3.6736)  0.133
H (1.4237, -1.2448, -3.5624)  0.136
C (-0.8247, -1.8957, -2.2164)  -0.278
H (-0.5241, -2.5866, -3.0357)  0.132
H (-1.6708, -1.3325, -2.6651)  0.122
C (-1.2912, -2.7093, -0.9951)  -0.281
H (-0.5487, -3.5090, -0.8413)  0.087
H (-2.2847, -3.1483, -1.1565)  0.082
C (-3.1005, -1.3051, 0.7346)  -0.526
C (-3.3598, -0.2765, 1.8374)  -0.109
H (-4.4153, 0.0203, 1.7620)  0.081
H (-2.7576, 0.6290, 1.6788)  0.066
H (-3.1748, -0.6671, 2.8471)  0.056
C (-0.9341, -2.8387, 2.0065)  -0.519
C (-1.2885, -2.1879, 3.3487)  -0.101
H (-0.8167, -2.7545, 4.1615)  0.092
H (-2.3708, -2.1989, 3.5308)  0.071
H (-0.9222, -1.1541, 3.4285)  0.072
C (3.3274, 1.3675, 0.1371)  -0.525
C (3.2331, 2.2698, 1.3690)  -0.092
H (4.1106, 2.0875, 2.0017)  0.093
H (2.3504, 2.0583, 1.9838)  0.068
H (3.2155, 3.3354, 1.1127)  0.072
C (1.3340, 3.0568, -1.2870)  -0.529
C (0.6355, 3.8268, -0.1583)  -0.101
H (0.1442, 4.7174, -0.5811)  0.089
H (1.3598, 4.1530, 0.6055)  0.073
H (-0.1502, 3.2325, 0.3282)  0.063
C (0.1686, 0.4827, 1.2882)  -0.295
C (-1.5920, -4.2065, 1.8321)  -0.101
H (-2.6763, -4.1480, 1.9815)  0.062
H (-1.3942, -4.6425, 0.8462)  0.069
H (-1.1897, -4.8912, 2.5888)  0.091
C (4.5201, 1.7182, -0.7465)  -0.101
H (5.4377, 1.5397, -0.1756)  0.092
H (4.5630, 1.1066, -1.6514)  0.067
H (4.5059, 2.7690, -1.0498)  0.061
C (2.4467, 3.9046, -1.9382)  -0.097
H (1.9902, 4.7995, -2.3957)  0.091
H (3.1643, 4.2511, -1.1754)  0.075
H (2.9655, 3.3810, -2.7555)  0.075
C (-4.1158, -2.4639, 0.7890)  -0.097
H (-4.2282, -2.8879, 1.7997)  0.076
H (-5.0982, -2.0458, 0.5105)  0.083
H (-3.9143, -3.2687, 0.0679)  0.068
H (-3.2842, -0.7540, -0.2066)  0.058
H (0.5930, 2.8593, -2.0742)  0.074
H (0.1622, -2.9601, 1.9668)  0.097
H (3.4322, 0.3242, 0.4825)  0.091
O (-0.2791, 1.2318, 2.0885)  0.068
H (2.0749, -1.7766, 0.2059)  0.151
H (1.7725, -1.3730, 0.8269)  0.062
N (-2.2413, 2.7221, -2.4376)  0.122
C (-1.8023, 1.6048, -1.8150)  -0.172
N (-2.8047, 0.8659, -1.3824)  0.112
C (-3.9514, 1.6039, -1.5853)  -0.235
C (-5.2600, 1.3439, -1.1703)  -0.012
C (-6.2834, 2.1384, -1.6460)  -0.090
C (-5.9806, 3.2288, -2.4513)  -0.082
C (-4.6520, 3.5967, -2.7855)  -0.002
C (-3.6385, 2.7618, -2.3127)  -0.184
H (-1.6592, 3.4604, -2.8382)  0.162
H (-0.7661, 1.3415, -1.7556)  0.059
H (-5.4393, 0.5035, -0.4855)  0.106
H (-7.3284, 1.9117, -1.4299)  0.112
H (-6.7954, 3.8331, -2.8547)  0.107
H (-4.4342, 4.4560, -3.4196)  0.110

## Properties
expectation value of S² = 3.803
net charge = +1
2S+1 = 4
E_tot = -3245.57368 hartree
HOMO-LUMO gap (alpha / beta) = 7.443 / 6.934 eV
relative energy (zero: lowest compared OMol25 entry of this formula, charge and spin) = 0.0 kcal per mole

=====

No. 2
DFT (the ωB97M-V functional and the def2-TZVPD basis) results for 8 unconnected molecules or ions with the total composition C24H44N4O4S4.

Each line ends with the Löwdin charge.
CARTESIAN COORDINATES (ANGSTROEM)
C (0.1422, -5.1905, -10.6025)  -0.306
S (-1.0581, -5.1173, -9.3141)  0.827
O (-2.2308, -4.3951, -9.9456)  -0.578
C (-0.3122, -3.8332, -8.1745)  -0.242
H (0.4627, -4.1951, -10.9099)  0.051
H (-0.2406, -5.4723, -11.5834)  0.061
H (1.0230, -5.7565, -10.2992)  0.054
H (-0.9758, -3.1080, -7.7036)  0.052
H (0.2008, -3.0797, -8.7721)  0.037
H (0.3814, -4.2504, -7.4444)  0.042
C (-0.9033, 3.6487, 7.6289)  -0.265
S (-1.2441, 2.2008, 6.5593)  0.826
O (0.1496, 1.7990, 6.0378)  -0.600
C (-1.6472, 0.9398, 7.8206)  -0.259
H (-0.8323, 4.5059, 6.9594)  0.041
H (0.0204, 3.5221, 8.1936)  0.060
H (-1.7805, 3.9037, 8.2235)  0.046
H (-2.4402, 1.3840, 8.4221)  0.042
H (-0.8757, 0.8848, 8.5887)  0.059
H (-1.8846, 0.0414, 7.2508)  0.050
C (3.2983, -3.4128, 5.6059)  -0.231
S (1.8142, -4.5331, 6.0850)  0.830
O (1.3185, -4.1205, 7.4727)  -0.589
C (0.5540, -3.8600, 4.9258)  -0.267
H (3.0549, -2.3879, 5.8859)  0.043
H (3.6061, -3.3916, 4.5604)  0.043
H (4.1405, -3.7212, 6.2253)  0.035
H (-0.3259, -4.5032, 4.9376)  0.047
H (0.9940, -3.6855, 3.9439)  0.042
H (0.3978, -2.8121, 5.1822)  0.047
C (0.6647, 5.8869, -0.9532)  -0.262
S (-0.7221, 6.7304, -0.0332)  0.839
O (-1.9562, 6.6286, -0.9083)  -0.576
C (-0.7363, 5.3910, 1.2402)  -0.265
H (0.7604, 6.4849, -1.8595)  0.039
H (0.3494, 4.8652, -1.1652)  0.052
H (1.6139, 5.8625, -0.4178)  0.049
H (-1.5954, 4.7205, 1.2193)  0.057
H (-0.8109, 5.9270, 2.1864)  0.030
H (0.2054, 4.8427, 1.2138)  0.036
N (-7.5859, -4.0137, -1.0291)  0.009
C (-7.4617, -2.7739, -0.4872)  -0.196
C (-8.3395, -2.4853, 0.5177)  -0.090
C (-9.2971, -3.5690, 0.4033)  -0.086
C (-8.8101, -4.4090, -0.6414)  -0.162
H (-6.9474, -4.3899, -1.7153)  0.154
H (-6.5725, -2.2684, -0.8338)  0.103
H (-8.3270, -1.6317, 1.1792)  0.089
H (-10.2565, -3.7987, 0.8428)  0.079
H (-9.2021, -5.2996, -1.1099)  0.100
N (-0.1759, 0.2254, 0.3984)  0.008
C (-0.5717, 0.0241, -0.9072)  -0.158
C (0.4636, -0.4213, -1.6251)  -0.109
C (1.6021, -0.4326, -0.7271)  -0.100
C (1.1294, -0.0114, 0.4768)  -0.190
H (-0.7043, 0.4587, 1.2270)  0.151
H (-1.5637, 0.2798, -1.2492)  0.107
H (0.5022, -0.5981, -2.6899)  0.093
H (2.6476, -0.4994, -0.9896)  0.086
H (1.6225, 0.0376, 1.4364)  0.112
N (8.4610, 0.7750, 5.0289)  0.019
C (7.3388, 0.6168, 4.3039)  -0.164
C (7.6065, 0.1882, 3.0191)  -0.106
C (8.9705, 0.0914, 2.9977)  -0.165
C (9.4944, 0.4209, 4.1847)  -0.147
H (8.5754, 1.1091, 5.9751)  0.152
H (6.4208, 0.8799, 4.8083)  0.105
H (7.0024, 0.1908, 2.1239)  0.098
H (9.5375, -0.0264, 2.0861)  0.101
H (10.4994, 0.5968, 4.5389)  0.106
N (0.0758, 2.9140, -7.4200)  -0.002
C (-1.0730, 2.1328, -7.3310)  -0.132
C (-1.9007, 2.6531, -6.3446)  -0.102
C (-1.3988, 3.9238, -6.1658)  -0.157
C (-0.1790, 4.0862, -6.7700)  -0.145
H (0.8906, 2.6185, -7.9386)  0.144
H (-1.1602, 1.2495, -7.9462)  0.096
H (-2.7746, 2.3445, -5.7902)  0.097
H (-1.7604, 4.6955, -5.5024)  0.095
H (0.6409, 4.7724, -6.6173)  0.105

## Properties
E_tot = -3053.29953 hartree
HOMO-LUMO gap = 8.215 eV
relative energy (zero: lowest compared OMol25 entry of this formula, charge and spin) = 55.1 kcal per mole

=====

No. 3
DFT (the ωB97M-V functional and the def2-TZVPD basis) results for 3 unconnected molecules or ions with the total composition C24H44NO5.

Each line ends with the Löwdin charge.
CARTESIAN COORDINATES (ANGSTROEM)
C (-2.5206, 2.1467, -0.3277)  -0.099
C (-2.1263, 1.6133, 1.0770)  -0.252
C (-3.2606, 0.8370, 1.7704)  -0.213
C (-2.7911, 0.1269, 3.0512)  -0.200
C (-1.7131, -0.9647, 2.8147)  -0.197
C (-0.4348, -0.7219, 3.6824)  -0.177
C (0.8528, -1.2494, 2.9715)  -0.203
C (1.9897, -0.1960, 2.9575)  -0.177
C (1.8097, 0.7092, 1.6982)  -0.180
C (2.8506, 0.4000, 0.5909)  -0.144
C (2.2885, 0.5424, -0.8284)  -0.092
N (1.5792, -0.6648, -1.3095)  -0.015
C (2.2208, -1.6136, -1.9901)  -0.023
C (1.6034, -2.7160, -2.4743)  0.050
C (0.2349, -2.8827, -2.2825)  -0.270
O (-0.4093, -3.9666, -2.7516)  0.101
C (-0.4260, -1.8993, -1.5451)  0.068
C (0.2696, -0.8286, -1.0932)  -0.004
H (-2.3251, 3.2266, -0.3326)  0.079
H (-3.5783, 1.9798, -0.5529)  0.053
H (-1.8985, 1.7315, -1.1337)  0.051
H (-1.2849, 0.9093, 0.9610)  0.046
H (-1.7370, 2.4267, 1.7009)  0.115
H (-4.0402, 1.5602, 2.0425)  0.121
H (-3.6800, 0.1274, 1.0442)  0.117
H (-3.6626, -0.3553, 3.5083)  0.109
H (-2.4204, 0.8831, 3.7547)  0.108
H (-1.4520, -1.1014, 1.7572)  0.080
H (-2.1254, -1.9197, 3.1671)  0.108
H (-0.5167, -1.2623, 4.6280)  0.113
H (-0.3504, 0.3600, 3.8381)  0.101
H (1.2206, -2.1097, 3.5473)  0.105
H (0.6195, -1.6094, 1.9592)  0.089
H (1.9679, 0.4360, 3.8490)  0.113
H (2.9450, -0.7326, 2.9186)  0.100
H (1.9520, 1.7366, 2.0584)  0.116
H (0.7823, 0.6716, 1.3178)  0.072
H (3.3523, -0.5554, 0.7872)  0.102
H (3.6245, 1.1718, 0.6861)  0.128
H (1.6173, 1.4009, -0.9192)  0.143
H (3.1376, 0.7049, -1.5008)  0.133
H (3.2865, -1.5165, -2.1767)  0.152
H (2.1592, -3.4606, -3.0351)  0.146
H (-0.8833, -3.7670, -3.5719)  0.147
H (-1.4936, -2.0266, -1.3951)  0.148
H (-0.2689, -0.0692, -0.5304)  0.117
O (6.1598, -1.7879, 3.2043)  0.123
C (5.9771, -2.6187, 2.3629)  -0.520
O (5.4693, -2.2348, 1.1640)  -0.027
C (5.3818, -3.0869, 0.0240)  -0.237
C (4.1023, -3.8971, 0.0489)  -0.062
C (6.2086, -4.0857, 2.6288)  0.018
H (6.2696, -3.7119, -0.0755)  0.119
H (5.3768, -2.4208, -0.8408)  0.112
H (4.0645, -4.5695, 0.9054)  0.076
H (4.0046, -4.4947, -0.8594)  0.084
H (3.2409, -3.2301, 0.1281)  0.060
H (5.3158, -4.5105, 3.0867)  0.099
H (7.0405, -4.1769, 3.3229)  0.097
H (6.4749, -4.6601, 1.7438)  0.073
O (-5.7750, 2.7305, -1.5422)  0.099
C (-5.3469, 3.4430, -2.4104)  -0.529
O (-5.8696, 4.6658, -2.5903)  0.007
C (-5.3045, 5.6547, -3.4578)  -0.231
C (-5.7925, 5.4902, -4.8821)  -0.062
C (-4.2879, 2.9515, -3.3693)  0.012
H (-4.2154, 5.6576, -3.3892)  0.112
H (-5.6415, 6.6137, -3.0674)  0.125
H (-5.4816, 4.5345, -5.3060)  0.067
H (-5.4048, 6.2895, -5.5142)  0.084
H (-6.8818, 5.5149, -4.9131)  0.087
H (-4.7645, 2.4178, -4.1906)  0.098
H (-3.6328, 2.2685, -2.8345)  0.059
H (-3.6527, 3.7407, -3.7658)  0.073

## Properties
net charge = +1
E_tot = -1371.58683 hartree
HOMO-LUMO gap = 8.060 eV